A 2-piece molecular cluster, C6H11ClN3O2 overall at a distorted geometry. Source: the OMol25 dataset; level of theory: ωB97M-V/def2-TZVPD.

XYZ file:
```
23
C6H11ClN3O2 ωB97M-V/def2-TZVPD
C -2.918 0.066 -0.200
C -3.222 0.904 -1.447
C 1.761 -1.311 -0.642
C 1.416 0.050 0.029
C -0.042 -0.026 0.311
C -2.740 0.886 0.952
N -2.984 -1.224 -0.199
N -0.694 2.020 -0.533
N -0.608 1.351 0.616
O -4.423 1.254 -1.505
O -2.222 1.152 -2.224
Cl -2.958 0.032 2.404
H 1.445 -2.099 0.016
H 1.191 -1.540 -1.568
H 2.865 -1.435 -0.778
H 1.524 0.820 -0.805
H 2.078 0.190 0.821
H -0.500 -0.511 -0.540
H -0.458 -0.637 1.199
H -3.054 1.932 1.034
H -2.922 -1.565 0.781
H -1.309 1.621 -1.260
H -0.846 2.995 -0.349
```

Calculated values
**Lowest unoccupied orbital energy (spin up / spin down)**: 3.344 / 3.340 eV
**Charge**: -1
**E_HOMO (spin up / spin down)**: -3.9757 / -3.9174 eV
**Electronic energy**: -1010.10009 Ha
**Orbital gap (spin up / spin down)**: 7.32 / 7.26 eV

Atomic partial charges in e from the natural (NBO) method, atoms 1 to 4: C 0.106; C 0.744; C -0.602; C -0.415

=====

C4H8O as an isolated structure. Source: the OMol25 dataset; level of theory: ωB97M-V/def2-TZVPD.

XYZ file:
```
13
C4H8O ωB97M-V/def2-TZVPD
O 0.290 1.762 1.464
C -0.568 0.213 1.095
C 0.057 0.065 -0.171
C -0.491 -0.334 -1.491
C 0.634 -1.127 -0.845
H 1.020 1.587 2.086
H -1.582 0.602 1.173
H -0.254 -0.388 1.949
H 0.604 1.351 0.419
H -1.464 -0.821 -1.545
H -0.258 0.273 -2.363
H 0.386 -2.126 -0.486
H 1.627 -1.057 -1.284
```

Calculated values
**Lowest unoccupied orbital energy**: 0.997 eV
**Charge**: 0
**E_HOMO**: -8.0703 eV
**Electronic energy**: -232.28119 Ha
**Orbital gap**: 9.07 eV

Atomic partial charges in e from the natural (NBO) method, atoms 1 to 4: O -0.846; C -0.051; C -0.431; C -0.408

=====

One molecule with the formula C9H10O2S at a distorted geometry. Source: the OMol25 dataset; level of theory: ωB97M-V/def2-TZVPD.

XYZ file:
```
22
C9H10O2S ωB97M-V/def2-TZVPD
C 1.392 1.606 -1.985
C 0.332 0.944 -2.651
C 1.879 0.988 -0.869
C -0.392 -0.105 -2.212
C 1.282 -0.299 -0.280
C -0.088 -0.556 -0.808
C -1.105 -0.792 -0.001
C -1.091 -0.955 2.063
C -1.473 0.445 2.531
O 1.261 -0.136 1.086
O 0.606 -2.602 1.180
S 0.627 -1.400 2.063
H 1.911 2.465 -2.514
H 0.171 1.194 -3.692
H 2.718 1.217 -0.292
H -1.211 -0.615 -2.794
H 1.972 -1.077 -0.446
H -2.082 -1.070 -0.321
H -1.861 -1.745 1.942
H -2.510 0.806 2.077
H -0.636 1.159 2.367
H -1.701 0.527 3.554
```

Calculated values
**Lowest unoccupied orbital energy**: 0.138 eV
**Charge**: 0
**E_HOMO**: -8.2467 eV
**Electronic energy**: -897.41329 Ha
**Orbital gap**: 8.39 eV

Atomic partial charges in e from the natural (NBO) method, atoms 1 to 4: C -0.237; C -0.245; C -0.129; C -0.169

=====

One molecule with the formula C21H22O6 at a distorted geometry. Source: the OMol25 dataset; level of theory: ωB97M-V/def2-TZVPD.

XYZ file:
```
49
C21H22O6 ωB97M-V/def2-TZVPD
O 2.640 -3.243 -0.681
O 2.491 2.194 -2.871
O -1.966 -0.211 3.748
O -5.326 -0.296 -0.670
O 3.037 -2.659 -2.887
O -2.849 1.381 2.401
C 2.624 -2.411 -1.594
C 2.134 1.365 -2.044
C -1.974 0.391 2.686
C -4.994 0.574 -1.676
C -4.579 0.101 0.421
C -4.014 1.442 -1.268
C 2.520 0.001 -2.217
C 1.183 1.695 -1.011
C -3.725 1.110 0.129
C 2.232 -0.949 -1.264
C 0.848 0.819 0.011
C 3.498 -3.983 -3.175
C 0.367 2.118 2.145
C -1.420 2.080 0.362
C 2.847 -0.204 0.981
C 0.787 -1.581 0.792
C 0.023 -1.113 2.014
C -2.838 1.935 1.060
C -0.266 1.244 1.006
C 1.646 -0.506 0.099
C -0.988 -0.029 1.581
H -5.453 0.553 -2.676
H -4.683 -0.308 1.428
H -3.530 2.177 -1.879
H 3.053 -0.216 -3.142
H 0.736 2.678 -1.153
H 3.908 -4.013 -4.218
H 4.293 -4.249 -2.470
H 2.705 -4.728 -3.096
H 1.013 1.524 2.800
H -0.408 2.584 2.790
H 0.979 2.911 1.707
H -1.515 1.735 -0.697
H -1.157 3.153 0.354
H 3.468 -1.103 1.078
H 3.471 0.641 0.643
H 2.507 0.092 1.994
H 0.045 -1.979 0.087
H 1.334 -2.466 1.179
H -0.521 -1.939 2.482
H 0.686 -0.764 2.821
H -3.311 2.918 1.127
H -1.555 -0.467 0.762
```

Calculated values
**Lowest unoccupied orbital energy**: -0.745 eV
**Charge**: 0
**E_HOMO**: -9.2251 eV
**Electronic energy**: -1264.81055 Ha
**Orbital gap**: 8.48 eV

Atomic partial charges in e from the natural (NBO) method, atoms 1 to 4: O -0.589; O -0.530; O -0.570; O -0.404